Here is a structure of composition C37H21F5N4O3PdTe from the OMol25 dataset. Energies are from ωB97M-V/def2-TZVPD.

Geometry as XYZ:
```
72
Properties=species:S:1:pos:R:3:mulliken_charge:R:1
Te -2.780 0.898 0.241 0.1276
Pd -0.537 -0.225 -0.134 0.1715
F 0.215 -5.527 -1.956 -0.3394
F 4.718 -4.153 -1.935 -0.3380
F 4.004 -1.788 -0.898 -0.3704
F -0.539 -3.212 -0.892 -0.3201
F 2.841 -6.064 -2.507 -0.3520
O 1.410 -1.184 -0.391 -0.6139
O -2.899 8.292 0.274 -0.4471
O -0.156 0.071 1.928 -0.7635
N 1.087 5.023 3.933 -0.4303
N 1.255 6.168 3.299 -0.8759
N 1.006 1.903 0.196 -0.0012
N 0.844 -1.247 -9.867 -0.5844
C 1.030 -0.600 -5.079 -0.3349
C -3.888 -1.275 -1.665 -0.1102
C -0.802 -0.400 -2.035 -0.2319
C 0.601 -1.116 -8.749 0.0524
C 2.185 3.943 -0.146 -0.9622
C -1.023 -0.987 -6.906 -0.6453
C 1.969 4.317 1.154 -0.4985
C 0.234 1.205 2.354 0.9012
C 3.413 -3.905 -1.684 0.2225
C -1.315 -0.835 -5.564 -0.5033
C 0.946 3.811 3.402 -0.1626
C 1.151 -4.592 -1.694 -0.0988
C -6.106 -1.334 -2.624 -0.3981
C 0.137 6.648 2.620 0.2741
C 0.116 1.535 3.727 -0.7172
C 1.692 -2.338 -0.864 0.4445
C -2.121 6.497 1.730 -0.5099
C -1.089 5.981 2.508 -0.7612
C -4.120 7.594 0.118 -0.8229
C 1.325 -0.753 -6.419 -0.6320
C 1.649 2.723 -0.591 -0.3403
C 0.443 2.770 4.225 -0.3696
C 1.255 3.466 2.019 0.4848
C 0.772 -3.379 -1.154 0.0348
C 3.033 -2.690 -1.152 0.1869
C -1.952 7.706 1.068 1.0056
C -6.393 -0.125 -2.002 -0.4702
C -0.582 -0.503 -3.228 0.0099
C -5.432 0.504 -1.218 -0.4485
C 0.299 -0.947 -7.346 0.5851
C -0.745 8.397 1.190 -0.5957
C 0.838 2.225 1.493 0.3833
C -4.166 -0.059 -1.034 -0.1687
C 0.278 7.876 1.951 -0.1286
C -0.298 -0.640 -4.616 0.1797
C -4.848 -1.901 -2.451 -0.7329
C 2.476 -4.876 -1.969 0.6516
H -0.305 0.774 4.373 0.3757
H 0.263 3.010 5.266 0.3684
H -4.619 7.441 1.079 0.3176
H 1.224 8.398 2.040 0.4023
H -1.238 5.040 3.016 0.3662
H -7.367 0.334 -2.130 0.3182
H -5.666 1.453 -0.746 0.2976
H -1.817 -1.143 -7.625 0.4047
H 1.820 -0.461 -4.352 0.5081
H 2.749 4.573 -0.823 0.3739
H -3.032 5.924 1.634 0.3740
H -0.625 9.332 0.655 0.3766
H 2.352 -0.729 -6.761 0.4046
H -6.852 -1.825 -3.239 0.3515
H -2.340 -0.863 -5.221 0.5505
H 1.739 2.415 -1.629 0.5029
H -4.747 8.216 -0.516 0.2233
H -2.911 -1.722 -1.544 0.5093
H 2.353 5.255 1.531 0.6062
H -4.610 -2.844 -2.930 0.3771
H -3.970 6.624 -0.360 0.3558
```

Output
Total energy, Ha: -2762.472700
Relative energy (zero: lowest compared OMol25 entry of this formula, charge and spin), kcal per mole: 2.4
Largest force on an atom, eV Å⁻¹: 0.5
Total charge: -2
HOMO-LUMO gap (alpha / beta), eV: 5.59 / 5.66
2S+1: 3
LUMO (alpha / beta), Eh: 0.141 / 0.135